1.
{"formula": "C3H8O", "method": "wB97M-V/def2-TZVPD", "species": ["C", "C", "C", "O", "H", "H", "H", "H", "H", "H", "H", "H"], "xyz": [[0.275386, -1.392790, 0.691751], [0.330110, 0.119601, 0.502886], [-0.398922, 0.610970, -0.737959], [-0.568682, 2.012060, -0.601569], [-0.751090, -1.762683, 0.580740], [0.620142, -1.671216, 1.692578], [0.901738, -1.921443, -0.035590], [-0.135460, 0.625186, 1.356678], [1.368650, 0.470885, 0.462820], [-1.380929, 0.116129, -0.816140], [0.163452, 0.353193, -1.648628], [-0.424395, 2.440109, -1.447565]], "atomic_forces_ev_per_a": [[0.0, -0.1, 0.0], [0.0, 0.0, 0.0], [0.1, -0.4, 0.0], [0.0, 0.2, -0.2], [0.1, 0.0, 0.0], [0.0, 0.0, -0.2], [-0.1, 0.1, 0.1], [0.0, -0.1, -0.1], [-0.1, -0.1, 0.0], [0.1, 0.1, 0.0], [-0.1, 0.1, 0.2], [-0.1, 0.0, 0.0]], "charge": 0, "smiles": "CCCO", "homo_lumo_gap_ev": 11.32, "homo_ev": -10.3}

=====

2.
{"formula": "C6H10N2", "method": "wB97M-V/def2-TZVPD", "species": ["C", "C", "C", "C", "C", "C", "N", "N", "H", "H", "H", "H", "H", "H", "H", "H", "H", "H"], "xyz": [[-0.509586, 0.029081, 0.502503], [-1.126431, -0.867721, 1.576246], [-0.903514, 1.487698, 0.688296], [2.350043, -0.114725, -1.505294], [1.141425, -0.329264, -0.687158], [-0.975498, -0.574250, -0.931592], [0.956022, -0.155900, 0.539406], [-0.013852, -1.048886, -1.571782], [-2.018631, -0.513751, -1.209109], [-2.212872, -0.800266, 1.540287], [-0.833444, -1.903929, 1.420813], [-0.775739, -0.549214, 2.556891], [-1.986201, 1.588381, 0.610786], [-0.439090, 2.116161, -0.070187], [-0.596649, 1.835565, 1.673898], [3.179601, 0.152453, -0.854137], [2.592000, -1.027304, -2.045800], [2.172414, 0.675870, -2.234068]], "atomic_forces_ev_per_a": [[-1.8, -1.7, 0.3], [-0.3, 0.3, -0.1], [0.2, -0.2, -0.1], [0.6, -0.4, 0.4], [1.0, -3.1, -2.4], [0.2, 1.5, 2.9], [-1.6, 1.8, -1.5], [2.0, 2.2, 0.6], [-0.3, -0.6, -0.2], [-0.1, -0.1, 0.2], [0.0, 0.0, 0.0], [0.0, 0.0, 0.1], [0.0, 0.0, 0.0], [0.0, 0.1, 0.0], [0.0, 0.0, 0.0], [0.1, 0.2, -0.1], [0.0, 0.0, -0.1], [-0.1, 0.0, 0.0]], "charge": 0, "smiles": "CC1=NC(C)(C)C=N1", "homo_lumo_gap_ev": 10.37, "homo_ev": -9.4}

=====

3.
{"formula": "C55H39Cl2N4O6Ta", "method": "wB97M-V/def2-TZVPD", "species": ["Ta", "C", "O", "C", "C", "C", "C", "C", "C", "C", "C", "C", "C", "C", "N", "C", "C", "C", "C", "C", "C", "C", "C", "C", "C", "O", "C", "C", "C", "C", "N", "C", "C", "C", "C", "C", "C", "O", "C", "C", "C", "C", "C", "C", "C", "N", "C", "C", "N", "C", "C", "C", "C", "O", "C", "C", "C", "H", "H", "H", "H", "H", "H", "H", "H", "H", "H", "H", "H", "H", "H", "H", "H", "H", "H", "H", "H", "H", "H", "H", "H", "H", "H", "H", "H", "H", "H", "H", "H", "H", "H", "H", "H", "Cl", "C", "C", "C", "Cl", "C", "O", "C", "C", "O", "C", "H", "H", "H"], "xyz": [[-0.101295, -0.329468, -0.043069], [-2.602613, 1.454189, 9.347224], [-1.886941, 0.292394, 8.919098], [-1.708203, 0.107687, 7.608842], [-0.994072, -1.039223, 7.240344], [-0.746169, -1.302827, 5.915616], [-1.226008, -0.445686, 4.909152], [-1.957044, 0.680708, 5.291734], [-2.188360, 0.971089, 6.623298], [-0.944994, -0.700984, 3.499857], [-2.028718, -0.630490, 2.553766], [-3.367641, -0.771443, 2.919597], [-4.092052, -1.020681, 1.765823], [-3.177645, -1.010097, 0.712220], [-1.925402, -0.703224, 1.170633], [-3.452448, -1.234058, -0.689977], [-2.876497, -0.291455, -1.611106], [-3.564719, 0.293015, -2.666484], [-2.716853, 1.241371, -3.221010], [-1.517802, 1.194849, -2.523100], [-0.331029, 1.905266, -2.950495], [-0.493742, 2.964527, -3.955006], [-1.417159, 3.992081, -3.761238], [-1.544978, 5.027108, -4.670664], [-0.753071, 5.037783, -5.818929], [-0.807998, 5.987929, -6.757818], [-1.723704, 7.067455, -6.564812], [0.162519, 4.003401, -6.037647], [0.296652, 2.993378, -5.115288], [0.915975, 1.571829, -2.514153], [1.143873, 0.541979, -1.597159], [2.460634, 0.478582, -1.391362], [3.092079, -0.320660, -0.265205], [4.474608, -0.858985, -0.642245], [5.332151, -1.345588, 0.337373], [6.520707, -1.986244, 0.017721], [6.865219, -2.176400, -1.318498], [7.996298, -2.770111, -1.733272], [8.851312, -3.337127, -0.743134], [5.997760, -1.729912, -2.312872], [4.819327, -1.093315, -1.976519], [1.845092, -1.606120, 1.598163], [2.496899, -1.633042, 2.851392], [1.538474, -1.297858, 3.783789], [0.313690, -1.089771, 3.085970], [0.555747, -1.325061, 1.743703], [3.135324, 1.465949, -2.171397], [2.180656, 2.143301, -2.863853], [-1.616442, 0.264448, -1.493607], [-4.268643, -2.295381, -1.148541], [-4.428459, -2.543697, -2.544045], [-5.144108, -3.605063, -3.021167], [-5.717118, -4.517928, -2.115190], [-6.385255, -5.588104, -2.467147], [-6.526525, -5.923759, -3.862049], [-5.554356, -4.324912, -0.727230], [-4.837900, -3.268645, -0.263993], [-2.626824, 1.404881, 10.429247], [-3.622528, 1.448450, 8.960002], [-2.088003, 2.363507, 9.033827], [-0.655369, -1.707789, 8.022347], [-0.218212, -2.208443, 5.640218], [-2.318851, 1.363334, 4.530059], [-2.729918, 1.867637, 6.886423], [-3.745814, -0.739697, 3.929274], [-5.159261, -1.145312, 1.678420], [-4.590006, 0.091921, -2.935730], [-2.923818, 1.877523, -4.065789], [-2.026874, 4.001491, -2.864014], [-2.253664, 5.820468, -4.480843], [-1.597281, 7.722705, -7.417645], [-1.492858, 7.612360, -5.648747], [-2.751647, 6.703846, -6.532464], [0.751201, 4.016406, -6.945886], [0.990844, 2.182705, -5.307131], [5.088739, -1.220712, 1.387335], [7.170291, -2.329199, 0.810917], [9.642177, -3.844193, -1.283469], [8.311080, -4.058416, -0.127036], [9.285917, -2.561847, -0.109715], [6.267025, -1.895891, -3.349199], [4.156652, -0.786923, -2.776609], [3.538577, -1.846155, 3.038774], [1.691335, -1.186897, 4.847189], [4.200905, 1.640037, -2.178806], [2.336390, 2.975767, -3.533970], [-3.958864, -1.891314, -3.262965], [-5.248698, -3.742934, -4.087110], [-7.199383, -5.221513, -4.351335], [-6.954631, -6.917853, -3.879850], [-5.556727, -5.933160, -4.355972], [-5.984626, -5.054034, -0.052257], [-4.689561, -3.186839, 0.798140], [5.878798, 2.962336, 2.739996], [4.353572, 2.344228, 2.228098], [3.192515, 2.856742, 2.778188], [1.987448, 2.375209, 2.317151], [0.507134, 3.004856, 2.950023], [1.936477, 1.387267, 1.339006], [0.690947, 1.050403, 0.866382], [3.113131, 0.792089, 0.846456], [2.251706, -1.643999, 0.142265], [1.025121, -1.752860, -0.592331], [4.316029, 1.339808, 1.278389], [3.222563, 3.629267, 3.534335], [2.869154, -2.504236, -0.082460], [5.248656, 0.981979, 0.872835]], "atomic_forces_ev_per_a": [[-0.8, -0.5, -0.3], [0.0, -0.1, 0.0], [-0.1, 0.1, 0.1], [0.0, 0.0, 0.0], [0.1, -0.1, 0.0], [0.0, 0.0, 0.0], [0.1, 0.0, 0.0], [0.0, 0.1, -0.1], [0.0, 0.1, -0.1], [0.0, 0.1, 0.1], [0.0, 0.1, -0.1], [-0.1, 0.1, 0.1], [-0.1, -0.1, -0.2], [-0.1, 0.0, 0.1], [0.5, 0.0, -0.5], [0.0, 0.0, 0.0], [0.0, -0.1, -0.1], [-0.1, 0.1, 0.0], [-0.1, 0.1, -0.2], [0.0, -0.1, 0.0], [-0.1, 0.0, -0.1], [0.0, 0.1, 0.0], [0.0, 0.0, 0.1], [0.0, 0.0, 0.1], [0.0, 0.0, 0.0], [-0.1, 0.1, 0.0], [0.0, -0.1, 0.0], [0.1, 0.0, 0.0], [0.0, -0.1, 0.0], [0.1, -0.1, 0.1], [0.3, 0.0, -0.1], [-0.3, -0.1, 0.0], [-0.1, 0.0, 0.1], [-0.1, 0.0, -0.1], [0.0, 0.0, 0.1], [0.0, 0.0, 0.1], [0.1, 0.0, 0.1], [0.0, -0.1, 0.1], [0.0, 0.0, 0.0], [-0.1, 0.1, -0.1], [0.0, 0.0, 0.0], [-0.2, -0.1, -0.1], [0.0, 0.0, 0.1], [0.2, 0.1, 0.0], [0.0, -0.1, 0.0], [0.2, -0.1, 0.1], [0.1, 0.1, -0.1], [0.2, 0.1, 0.1], [0.3, -0.2, 0.4], [0.1, -0.1, 0.0], [0.0, 0.0, 0.0], [0.0, 0.1, 0.0], [-0.1, 0.1, 0.0], [0.0, -0.2, -0.2], [0.0, 0.0, 0.0], [0.0, 0.0, 0.1], [0.0, 0.2, 0.0], [0.0, 0.0, 0.0], [0.0, 0.0, 0.0], [0.0, 0.0, 0.0], [0.0, 0.0, -0.1], [-0.1, 0.0, 0.0], [0.0, 0.0, 0.1], [0.0, 0.0, 0.0], [0.0, 0.0, -0.1], [0.0, -0.1, 0.0], [0.1, 0.1, 0.0], [0.0, 0.0, 0.0], [0.0, 0.0, -0.1], [0.0, -0.1, 0.0], [0.0, 0.0, -0.1], [0.0, 0.0, 0.0], [0.0, 0.0, 0.0], [0.0, 0.0, 0.0], [-0.1, 0.1, 0.0], [0.0, 0.0, 0.0], [-0.1, 0.0, 0.0], [0.0, 0.0, 0.0], [0.0, 0.0, 0.0], [0.0, 0.0, 0.0], [0.0, 0.0, 0.1], [0.0, 0.0, 0.0], [-0.1, 0.0, 0.0], [0.0, 0.0, -0.1], [-0.1, 0.0, 0.0], [0.0, -0.1, 0.1], [0.1, -0.1, 0.0], [0.0, 0.0, 0.0], [0.0, 0.0, 0.0], [0.0, 0.0, 0.0], [0.0, 0.0, 0.0], [0.0, 0.0, -0.1], [0.1, 0.1, 0.1], [0.0, 0.0, 0.0], [0.0, 0.1, 0.1], [0.1, 0.1, 0.1], [-0.3, 0.0, 0.0], [0.1, 0.0, 0.0], [-0.1, -0.1, -0.1], [0.3, 0.8, 0.4], [-0.1, -0.1, -0.2], [0.1, 0.3, 0.2], [0.0, 0.0, 0.1], [0.0, -0.1, -0.1], [0.0, 0.0, 0.0], [0.0, -0.1, -0.2], [0.0, 0.0, 0.0]], "charge": 2, "homo_lumo_gap_ev": 5.30, "homo_ev": -12.4}

=====

> Which value of charge does entry 2 give?

0

=====

Copy entry 1 word for word.
{"formula": "C3H8O", "method": "wB97M-V/def2-TZVPD", "species": ["C", "C", "C", "O", "H", "H", "H", "H", "H", "H", "H", "H"], "xyz": [[0.275386, -1.392790, 0.691751], [0.330110, 0.119601, 0.502886], [-0.398922, 0.610970, -0.737959], [-0.568682, 2.012060, -0.601569], [-0.751090, -1.762683, 0.580740], [0.620142, -1.671216, 1.692578], [0.901738, -1.921443, -0.035590], [-0.135460, 0.625186, 1.356678], [1.368650, 0.470885, 0.462820], [-1.380929, 0.116129, -0.816140], [0.163452, 0.353193, -1.648628], [-0.424395, 2.440109, -1.447565]], "atomic_forces_ev_per_a": [[0.0, -0.1, 0.0], [0.0, 0.0, 0.0], [0.1, -0.4, 0.0], [0.0, 0.2, -0.2], [0.1, 0.0, 0.0], [0.0, 0.0, -0.2], [-0.1, 0.1, 0.1], [0.0, -0.1, -0.1], [-0.1, -0.1, 0.0], [0.1, 0.1, 0.0], [-0.1, 0.1, 0.2], [-0.1, 0.0, 0.0]], "charge": 0, "smiles": "CCCO", "homo_lumo_gap_ev": 11.32, "homo_ev": -10.3}

=====

Repeat the second record exactly.
{"formula": "C6H10N2", "method": "wB97M-V/def2-TZVPD", "species": ["C", "C", "C", "C", "C", "C", "N", "N", "H", "H", "H", "H", "H", "H", "H", "H", "H", "H"], "xyz": [[-0.509586, 0.029081, 0.502503], [-1.126431, -0.867721, 1.576246], [-0.903514, 1.487698, 0.688296], [2.350043, -0.114725, -1.505294], [1.141425, -0.329264, -0.687158], [-0.975498, -0.574250, -0.931592], [0.956022, -0.155900, 0.539406], [-0.013852, -1.048886, -1.571782], [-2.018631, -0.513751, -1.209109], [-2.212872, -0.800266, 1.540287], [-0.833444, -1.903929, 1.420813], [-0.775739, -0.549214, 2.556891], [-1.986201, 1.588381, 0.610786], [-0.439090, 2.116161, -0.070187], [-0.596649, 1.835565, 1.673898], [3.179601, 0.152453, -0.854137], [2.592000, -1.027304, -2.045800], [2.172414, 0.675870, -2.234068]], "atomic_forces_ev_per_a": [[-1.8, -1.7, 0.3], [-0.3, 0.3, -0.1], [0.2, -0.2, -0.1], [0.6, -0.4, 0.4], [1.0, -3.1, -2.4], [0.2, 1.5, 2.9], [-1.6, 1.8, -1.5], [2.0, 2.2, 0.6], [-0.3, -0.6, -0.2], [-0.1, -0.1, 0.2], [0.0, 0.0, 0.0], [0.0, 0.0, 0.1], [0.0, 0.0, 0.0], [0.0, 0.1, 0.0], [0.0, 0.0, 0.0], [0.1, 0.2, -0.1], [0.0, 0.0, -0.1], [-0.1, 0.0, 0.0]], "charge": 0, "smiles": "CC1=NC(C)(C)C=N1", "homo_lumo_gap_ev": 10.37, "homo_ev": -9.4}